# 1
{
  "formula": "C22H27NO5",
  "method": "the ωB97M-V functional and the def2-TZVPD basis",
  "e_homo_ev": -7.91,
  "smiles": "CCOc1ccc(C(=O)N2CCc3cc(OC)c(OC)cc3C2)cc1OCC",
  "elements": ["C", "C", "H", "H", "O", "C", "C", "C", "C", "C", "C", "O", "C", "C", "H", "H", "H", "H", "H", "H", "C", "O", "N", "C", "H", "C", "C", "C", "C", "C", "C", "C", "C", "H", "H", "H", "O", "C", "H", "H", "H", "O", "C", "H", "H", "H", "H", "H", "H", "H", "H", "H", "H", "H", "H"],
  "positions_angstrom": [[-0.706, 1.228, 6.818], [0.240, 2.251, 6.202], [0.160, 3.205, 6.733], [1.273, 1.899, 6.257], [-0.113, 2.585, 4.870], [-0.115, 1.650, 3.879], [-0.989, 1.926, 2.830], [-1.081, 1.113, 1.719], [-0.287, -0.023, 1.637], [0.575, -0.324, 2.685], [0.693, 0.497, 3.798], [1.563, 0.242, 4.822], [2.241, -0.999, 4.860], [2.974, -1.076, 6.191], [2.265, -1.012, 7.012], [3.678, -0.252, 6.276], [3.516, -2.015, 6.259], [1.523, -1.826, 4.774], [2.956, -1.065, 4.030], [1.164, -1.223, 2.603], [-0.406, -1.012, 0.527], [-0.544, -2.204, 0.760], [-0.387, -0.544, -0.743], [0.009, 0.788, -1.134], [-0.871, 1.369, -1.441], [0.980, 0.720, -2.317], [0.255, 0.088, -3.465], [0.327, 0.577, -4.765], [-0.399, -0.012, -5.785], [-1.236, -1.113, -5.491], [-1.309, -1.582, -4.192], [-0.565, -0.989, -3.176], [-0.605, -1.541, -1.786], [-1.565, -2.032, -1.591], [0.167, -2.319, -1.679], [-1.942, -2.420, -3.947], [-1.923, -1.625, -6.550], [-2.779, -2.716, -6.323], [-3.215, -2.952, -7.293], [-3.580, -2.462, -5.620], [-2.232, -3.588, -5.951], [-0.391, 0.387, -7.087], [0.416, 1.480, -7.444], [0.114, 2.394, -6.920], [1.475, 1.282, -7.247], [0.269, 1.616, -8.515], [0.965, 1.424, -4.964], [1.848, 0.116, -2.035], [1.327, 1.721, -2.572], [0.476, 1.282, -0.281], [-1.790, 1.345, 0.940], [-1.602, 2.808, 2.920], [-1.735, 1.572, 6.737], [-0.619, 0.272, 6.307], [-0.461, 1.088, 7.867]]
}

=====

# 2
{
  "formula": "C22H28AgF6N3OPS",
  "method": "the ωB97M-V functional and the def2-TZVPD basis",
  "e_homo_ev": [-1.36, -1.36],
  "multiplicity": 2,
  "charge": -2,
  "s_squared": 0.76,
  "elements": ["Ag", "O", "S", "C", "N", "C", "C", "C", "N", "H", "H", "H", "H", "F", "P", "F", "F", "F", "F", "F", "C", "C", "C", "C", "C", "C", "C", "C", "N", "C", "C", "C", "C", "C", "C", "C", "C", "C", "C", "H", "H", "H", "H", "H", "H", "H", "H", "H", "H", "H", "H", "H", "H", "H", "H", "H", "H", "H", "H", "H", "H", "H", "H"],
  "positions_angstrom": [[-1.345, -0.857, 0.782], [-2.650, -0.854, 2.633], [-3.241, -2.680, -0.086], [-4.585, -1.655, 0.164], [-4.615, -0.907, 1.275], [-5.618, -0.067, 1.495], [-6.683, 0.029, 0.630], [-6.586, -0.775, -0.506], [-5.588, -1.600, -0.751], [-3.530, -0.861, 2.049], [-5.524, 0.545, 2.386], [-7.485, 0.736, 0.776], [-7.357, -0.729, -1.272], [-3.117, 1.564, -0.258], [-3.671, 3.046, -0.620], [-4.225, 4.533, -0.960], [-2.170, 3.547, -0.966], [-3.475, 3.481, 0.932], [-3.875, 2.615, -2.164], [-5.193, 2.571, -0.285], [0.702, -5.622, 0.406], [1.471, -4.354, 0.123], [2.805, -4.417, -0.304], [3.480, -3.230, -0.557], [4.917, -3.257, -1.021], [2.852, -2.002, -0.394], [1.497, -1.886, 0.038], [0.854, -3.137, 0.288], [0.780, -0.765, 0.227], [1.353, 0.572, 0.076], [1.778, 0.885, -1.377], [2.299, 2.322, -1.503], [1.186, 3.305, -1.139], [0.742, 3.046, 0.302], [1.925, 3.273, 1.245], [3.040, 2.287, 0.895], [3.487, 2.518, -0.554], [2.524, 0.852, 1.046], [0.260, 1.600, 0.427], [1.321, -6.504, 0.231], [-0.184, -5.692, -0.228], [0.355, -5.648, 1.442], [3.299, -5.375, -0.437], [5.283, -4.282, -1.108], [5.568, -2.724, -0.324], [5.026, -2.776, -1.997], [3.435, -1.124, -0.620], [-0.180, -3.110, 0.628], [0.900, 0.742, -2.014], [2.539, 0.184, -1.723], [2.625, 2.501, -2.535], [0.333, 3.180, -1.807], [1.542, 4.338, -1.244], [-0.082, 3.713, 0.554], [1.610, 3.120, 2.283], [2.287, 4.305, 1.158], [3.893, 2.441, 1.568], [4.290, 1.815, -0.810], [3.891, 3.532, -0.664], [2.155, 0.682, 2.064], [3.344, 0.153, 0.890], [-0.594, 1.453, -0.238], [-0.079, 1.405, 1.451]]
}

=====

# 3
{
  "formula": "C22H28B3ClN5O4P",
  "method": "the ωB97M-V functional and the def2-TZVPD basis",
  "e_homo_ev": -8.95,
  "elements": ["C", "N", "C", "B", "O", "B", "O", "B", "P", "O", "Cl", "O", "H", "H", "H", "H", "H", "H", "H", "H", "N", "C", "C", "C", "C", "C", "H", "H", "H", "H", "H", "N", "C", "C", "C", "C", "C", "H", "H", "H", "H", "H", "N", "C", "C", "C", "C", "C", "H", "H", "H", "H", "H", "N", "C", "C", "C", "C", "C", "H", "H", "H", "H", "H"],
  "positions_angstrom": [[0.887, 0.819, 1.445], [0.374, -0.540, 1.210], [0.074, -1.247, 2.487], [-1.421, -1.684, 2.498], [-1.895, -2.812, 1.841], [-2.645, -2.345, 0.782], [-3.566, -1.343, 1.022], [-3.217, -0.483, 2.045], [-3.766, 1.399, 2.140], [-5.409, 1.339, 1.924], [-2.987, 2.094, 0.329], [-2.420, -0.883, 3.077], [1.937, 0.748, 1.709], [0.351, 1.334, 2.242], [0.818, 1.375, 0.518], [-0.472, -0.425, 0.658], [0.712, -2.128, 2.549], [0.330, -0.622, 3.337], [-2.431, -2.782, -0.299], [-5.675, 0.404, 1.937], [0.702, 6.291, 1.173], [1.720, 6.278, 0.313], [1.861, 5.346, -0.702], [0.892, 4.367, -0.834], [-0.172, 4.362, 0.050], [-0.220, 5.342, 1.030], [2.459, 7.061, 0.454], [2.711, 5.384, -1.369], [0.968, 3.616, -1.610], [-0.948, 3.613, -0.012], [-1.038, 5.374, 1.742], [4.060, 3.014, -0.275], [4.751, 2.139, -1.002], [6.133, 2.145, -1.114], [6.841, 3.120, -0.432], [6.140, 4.039, 0.330], [4.757, 3.944, 0.376], [4.158, 1.392, -1.520], [6.638, 1.405, -1.719], [7.921, 3.161, -0.492], [6.653, 4.816, 0.880], [4.170, 4.643, 0.962], [0.502, 0.278, -2.169], [1.446, 0.511, -3.077], [1.543, -0.170, -4.281], [0.606, -1.152, -4.558], [-0.384, -1.409, -3.624], [-0.390, -0.668, -2.453], [2.160, 1.286, -2.820], [2.332, 0.065, -4.982], [0.646, -1.707, -5.486], [-1.136, -2.166, -3.798], [-1.151, -0.836, -1.698], [-5.092, -5.962, 1.791], [-5.622, -7.107, 1.368], [-4.948, -8.018, 0.567], [-3.652, -7.721, 0.181], [-3.085, -6.533, 0.611], [-3.845, -5.695, 1.411], [-6.639, -7.299, 1.691], [-5.430, -8.934, 0.256], [-3.092, -8.405, -0.444], [-2.075, -6.261, 0.334], [-3.439, -4.760, 1.777]]
}

=====

# 4
{
  "formula": "C22H28Cl24IN3O5",
  "method": "the ωB97M-V functional and the def2-TZVPD basis",
  "e_homo_ev": -8.93,
  "elements": ["C", "O", "C", "C", "C", "C", "N", "C", "C", "C", "O", "N", "C", "C", "C", "C", "C", "O", "I", "N", "C", "O", "O", "H", "H", "H", "H", "H", "H", "H", "H", "H", "H", "H", "H", "H", "H", "H", "H", "H", "H", "H", "H", "C", "Cl", "Cl", "Cl", "H", "C", "Cl", "Cl", "Cl", "H", "C", "Cl", "Cl", "Cl", "H", "C", "Cl", "Cl", "Cl", "H", "C", "Cl", "Cl", "Cl", "H", "C", "Cl", "Cl", "Cl", "H", "C", "Cl", "Cl", "Cl", "H", "C", "Cl", "Cl", "Cl", "H"],
  "positions_angstrom": [[7.475, -2.847, 2.407], [7.120, -1.665, 1.607], [6.375, -2.012, 0.389], [4.746, -1.952, 0.513], [4.159, -1.482, 1.964], [2.715, -0.671, 1.890], [1.621, -1.090, 2.885], [0.364, -0.218, 2.726], [-1.047, -0.237, 3.576], [-1.777, -1.700, 3.663], [-1.193, -2.630, 4.469], [-3.010, -2.151, 2.916], [-3.784, -1.008, 2.300], [-2.606, -3.154, 1.857], [0.853, 0.765, 1.503], [-0.207, 1.946, 0.995], [-0.006, 3.203, 2.070], [-1.008, 3.909, 2.606], [2.092, 3.684, 2.617], [2.257, 0.478, 1.020], [3.063, 1.187, -0.046], [4.154, 1.892, 0.293], [2.686, 1.207, -1.497], [6.656, -3.683, 2.427], [7.588, -2.473, 3.532], [8.540, -3.300, 2.123], [6.691, -1.214, -0.435], [6.675, -3.076, -0.059], [4.352, -3.054, 0.274], [4.323, -1.283, -0.369], [3.947, -2.474, 2.591], [4.871, -0.815, 2.609], [1.672, -1.844, 3.607], [-0.749, 0.051, 4.696], [-1.721, 0.639, 3.193], [-3.981, -0.213, 3.150], [-4.823, -1.432, 1.905], [-3.232, -0.469, 1.410], [-3.202, -4.166, 2.060], [-2.914, -2.693, 0.809], [-1.460, -3.397, 1.914], [0.096, 2.303, -0.087], [-1.326, 1.546, 0.986], [0.731, -0.171, -4.048], [1.936, -0.342, -5.336], [-0.512, 1.004, -4.511], [-0.004, -1.738, -3.672], [1.235, 0.197, -3.151], [-5.893, -6.148, 2.887], [-4.973, -6.155, 1.373], [-5.503, -4.709, 3.844], [-7.633, -6.224, 2.558], [-5.613, -7.032, 3.464], [5.285, 0.409, -3.971], [6.414, 0.146, -5.311], [4.500, -1.111, -3.511], [6.124, 1.121, -2.582], [4.514, 1.109, -4.303], [-3.851, -2.979, -3.050], [-5.368, -3.041, -3.963], [-3.338, -1.300, -2.809], [-4.027, -3.805, -1.493], [-3.080, -3.495, -3.628], [-8.329, -1.719, -5.924], [-8.759, -1.067, -4.334], [-8.207, -3.485, -5.859], [-9.515, -1.221, -7.142], [-7.353, -1.316, -6.209], [-11.485, 2.301, -8.416], [-10.565, 2.294, -9.930], [-11.095, 3.740, -7.458], [-13.225, 2.225, -8.745], [-11.205, 1.417, -7.838], [3.756, 7.472, 1.762], [2.331, 7.618, 0.719], [4.433, 9.070, 2.119], [3.345, 6.621, 3.261], [4.512, 6.888, 1.231], [6.593, 7.877, 4.948], [7.722, 7.614, 3.608], [5.808, 6.357, 5.408], [7.432, 8.589, 6.337], [5.822, 8.577, 4.616]]
}

=====

# 5
{
  "formula": "C22H28Cl5N4O3RbS2",
  "method": "the ωB97M-V functional and the def2-TZVPD basis",
  "e_homo_ev": -2.21,
  "charge": -2,
  "elements": ["Rb", "C", "C", "N", "C", "S", "N", "N", "C", "C", "C", "C", "C", "C", "C", "N", "H", "H", "H", "H", "H", "H", "H", "H", "H", "H", "H", "H", "H", "Cl", "C", "C", "Cl", "C", "Cl", "C", "O", "C", "Cl", "C", "Cl", "C", "S", "C", "O", "H", "H", "H", "H", "H", "H", "C", "C", "C", "C", "O", "H", "H", "H", "H", "H", "H", "H", "H", "H"],
  "positions_angstrom": [[0.427, 0.210, 0.691], [-0.183, 6.633, 2.445], [0.800, 6.451, 1.292], [0.168, 5.915, 0.107], [0.270, 4.571, -0.254], [1.628, 3.649, 0.203], [-0.718, 4.209, -1.051], [-0.887, 2.902, -1.284], [-1.392, 2.562, -2.420], [-1.624, 3.533, -3.549], [-1.808, 1.160, -2.593], [-2.327, 0.709, -3.815], [-2.780, -0.593, -3.931], [-2.716, -1.434, -2.833], [-2.166, -0.914, -1.669], [-1.729, 0.329, -1.542], [0.333, 6.972, 3.346], [-0.681, 5.688, 2.664], [-0.950, 7.371, 2.192], [1.588, 5.752, 1.572], [1.274, 7.411, 1.055], [-0.762, 6.261, -0.088], [-1.270, 4.512, -3.236], [-2.685, 3.606, -3.808], [-1.078, 3.229, -4.446], [-2.368, 1.374, -4.666], [-3.183, -0.946, -4.873], [-3.055, -2.460, -2.876], [-2.081, -1.534, -0.779], [0.533, -4.149, 7.246], [0.203, -3.114, 5.893], [-0.190, -3.645, 4.665], [-0.323, -5.365, 4.491], [-0.480, -2.822, 3.594], [-0.931, -3.478, 2.058], [-0.425, -1.389, 3.674], [-0.748, -0.641, 2.725], [0.037, -0.898, 4.942], [0.228, 0.816, 5.065], [0.324, -1.727, 6.008], [0.838, -1.046, 7.517], [0.958, -2.730, -1.975], [2.673, -2.450, -2.488], [2.528, -0.700, -2.906], [2.732, -3.132, -3.842], [0.291, -2.063, -2.521], [0.793, -2.608, -0.905], [0.781, -3.759, -2.285], [2.493, -0.112, -1.991], [1.636, -0.570, -3.519], [3.414, -0.466, -3.494], [4.946, -0.853, -0.260], [3.687, -0.753, 0.636], [3.634, 0.707, 1.159], [3.909, -1.674, 1.857], [2.542, -1.085, -0.034], [5.860, -0.636, 0.303], [4.867, -0.137, -1.084], [5.020, -1.856, -0.686], [4.576, 1.001, 1.636], [2.835, 0.819, 1.898], [3.436, 1.384, 0.326], [4.826, -1.423, 2.403], [3.966, -2.714, 1.524], [3.061, -1.585, 2.542]]
}

=====

# 6
{
  "formula": "C22H28ClFeN2O3",
  "method": "the ωB97M-V functional and the def2-TZVPD basis",
  "e_homo_ev": [-9.55, -9.94],
  "multiplicity": 5,
  "charge": 1,
  "s_squared": 6.01,
  "elements": ["Fe", "C", "O", "C", "C", "O", "C", "C", "O", "C", "H", "H", "H", "H", "H", "H", "H", "H", "H", "H", "H", "H", "H", "H", "N", "C", "C", "C", "C", "C", "C", "C", "C", "N", "C", "H", "H", "H", "H", "H", "H", "H", "H", "Cl", "C", "C", "C", "C", "C", "C", "C", "H", "H", "H", "H", "H", "H"],
  "positions_angstrom": [[0.304, 0.210, -0.773], [-0.836, -0.479, 2.044], [0.006, 0.473, 1.389], [-0.363, 1.834, 1.692], [0.765, 2.716, 1.217], [1.013, 2.429, -0.161], [2.353, 2.614, -0.589], [3.249, 1.560, 0.034], [2.571, 0.304, -0.035], [2.997, -0.582, 1.002], [-0.813, -0.315, 3.123], [-0.447, -1.470, 1.818], [-1.864, -0.394, 1.683], [-0.489, 1.945, 2.772], [-1.302, 2.071, 1.195], [1.657, 2.506, 1.809], [0.496, 3.768, 1.339], [2.727, 3.611, -0.339], [2.323, 2.524, -1.675], [3.447, 1.791, 1.083], [4.212, 1.509, -0.481], [4.038, -0.877, 0.851], [2.364, -1.466, 0.974], [2.889, -0.101, 1.976], [-1.590, -1.473, -1.204], [-1.137, -2.706, -0.692], [-1.912, -3.653, -0.086], [-1.341, -4.871, 0.345], [-0.021, -5.141, 0.133], [0.809, -4.166, -0.473], [2.181, -4.373, -0.737], [2.912, -3.373, -1.311], [2.294, -2.138, -1.562], [1.021, -1.890, -1.324], [0.258, -2.922, -0.837], [-1.309, -1.394, -2.176], [-2.593, -1.349, -1.168], [-2.976, -3.487, 0.034], [-1.977, -5.611, 0.813], [0.406, -6.093, 0.420], [2.634, -5.325, -0.489], [3.960, -3.498, -1.544], [2.877, -1.314, -1.953], [-4.719, 4.654, 1.565], [-3.660, 3.727, 0.545], [-2.566, 4.331, -0.052], [-1.729, 3.586, -0.867], [-1.946, 2.222, -1.107], [-1.019, 1.443, -1.935], [-3.069, 1.652, -0.497], [-3.919, 2.386, 0.318], [-2.377, 5.384, 0.115], [-0.878, 4.070, -1.330], [-0.323, 1.993, -2.562], [-1.515, 0.623, -2.452], [-3.293, 0.604, -0.653], [-4.781, 1.920, 0.777]]
}

=====

# 7
{
  "formula": "C22H28ClGeN5RuS2",
  "method": "the ωB97M-V functional and the def2-TZVPD basis",
  "e_homo_ev": [-9.60, -9.19],
  "multiplicity": 2,
  "charge": 1,
  "s_squared": 0.75,
  "elements": ["Ru", "C", "C", "N", "C", "C", "S", "C", "C", "S", "C", "N", "C", "H", "H", "H", "H", "H", "H", "H", "H", "N", "C", "C", "C", "C", "C", "N", "H", "H", "H", "H", "H", "H", "C", "Ge", "C", "C", "C", "H", "H", "H", "H", "H", "H", "H", "H", "H", "H", "Cl", "C", "C", "C", "C", "N", "C", "H", "H", "H", "H"],
  "positions_angstrom": [[0.729, -0.991, 0.170], [3.662, 1.544, 0.567], [3.918, 0.105, 0.345], [3.000, -0.832, 0.305], [3.610, -2.065, 0.115], [4.962, -2.045, 0.016], [5.526, -0.448, 0.154], [2.795, -3.263, 0.040], [3.258, -4.526, -0.144], [1.954, -5.615, -0.128], [0.857, -4.326, 0.119], [1.429, -3.143, 0.178], [-0.590, -4.650, 0.270], [2.617, 1.640, 0.794], [3.906, 2.140, -0.315], [4.244, 1.923, 1.408], [5.631, -2.875, -0.129], [4.273, -4.856, -0.281], [-0.733, -5.729, 0.255], [-1.178, -4.219, -0.538], [-0.967, -4.276, 1.219], [0.376, 2.462, 1.697], [0.762, 2.954, 0.497], [1.358, 4.209, 0.323], [1.726, 4.617, -0.932], [1.532, 3.760, -2.023], [0.932, 2.553, -1.807], [0.521, 2.162, -0.577], [0.664, 2.961, 2.522], [0.282, 1.446, 1.740], [1.516, 4.832, 1.192], [2.171, 5.593, -1.076], [1.839, 4.033, -3.021], [0.748, 1.838, -2.595], [-2.973, 1.069, 1.750], [-2.099, 1.685, 0.114], [-2.095, 3.647, 0.221], [-3.213, 1.281, -1.454], [-0.270, 0.934, -0.342], [-3.931, 1.586, 1.828], [-2.381, 1.329, 2.629], [-3.174, 0.003, 1.767], [-3.141, 3.958, 0.205], [-1.605, 4.118, -0.632], [-1.649, 4.017, 1.142], [-4.184, 1.771, -1.377], [-3.382, 0.212, -1.565], [-2.723, 1.646, -2.359], [-0.421, 0.510, -1.349], [-4.064, -2.837, 2.460], [-3.226, -2.461, 1.002], [-3.816, -2.665, -0.233], [-3.073, -2.342, -1.358], [-1.793, -1.845, -1.207], [-1.226, -1.649, -0.006], [-1.945, -1.943, 1.081], [-4.818, -3.063, -0.306], [-3.481, -2.482, -2.350], [-1.175, -1.613, -2.064], [-1.471, -1.778, 2.040]]
}